# 1
87
Properties=species:S:1:pos:R:3:forces:R:3:lowdin_charge:R:1 method="wB97M-V/def2-TZVPD" e_tot_ev=-105243.4274 largest_force_ev_per_a=2.6 e_above_lowest_kcal_mol=79.2 multiplicity=6 homo_energy_ev="-3.7 / -3.7" s2=8.758 gap_ev="3.65 / 3.73"
N 2.953 3.441 -0.510 -0.3 -0.2 0.2 -0.066
O -1.285 2.035 0.004 -0.1 0.1 -0.9 -0.250
O -2.028 -2.183 -1.667 -1.0 0.1 1.4 -0.259
C -2.544 -4.208 -3.159 -0.1 0.2 0.2 -0.038
H 1.775 1.758 6.839 -0.2 -0.3 -0.1 0.102
H 0.473 0.906 7.689 0.0 0.1 -0.2 0.088
H -3.615 -4.235 -2.934 0.0 -0.2 -0.1 0.082
H -1.475 0.151 -2.643 0.4 -0.6 -0.6 0.077
H 3.419 0.050 1.389 0.4 0.5 0.3 -0.028
H 4.141 5.151 -0.269 0.0 -0.1 -0.1 0.134
C 4.043 0.854 1.821 -0.3 -0.8 0.2 -0.059
H -4.278 2.248 -3.149 0.2 0.1 0.1 0.090
Si -2.365 -2.507 1.408 0.9 0.9 0.7 0.419
H 5.077 0.484 1.905 -0.4 0.2 0.1 0.096
H -2.380 -4.661 -4.150 -0.1 0.3 0.3 0.086
H 1.926 4.583 -1.899 -0.1 -0.2 0.2 0.098
C 2.290 -0.522 -3.088 0.2 0.2 -0.1 -0.103
Cl 1.609 -1.346 1.273 -0.1 0.1 0.4 -0.071
C 5.384 3.408 -0.505 0.6 -0.1 -0.6 -0.159
C -2.378 -1.930 -4.207 0.4 0.6 0.0 -0.227
C 1.397 -0.238 4.747 -0.8 0.6 -0.7 -0.268
C 4.154 4.203 -0.827 -0.5 0.2 0.2 -0.145
H -2.622 2.837 -3.473 -0.1 -0.1 0.0 0.091
C 2.895 2.457 0.407 -0.2 -0.2 0.2 -0.401
C 1.719 3.782 -1.181 -0.7 0.1 -0.2 -0.019
H -3.800 0.058 -0.897 0.1 0.3 0.0 0.078
H -3.769 1.475 0.203 0.0 -0.1 -0.2 0.089
H -2.551 -3.981 -0.545 -0.3 0.2 0.3 0.015
O 1.759 1.971 0.739 1.6 0.7 -0.4 -0.192
H 1.058 -2.214 6.263 0.0 0.2 0.4 0.096
C 0.072 -1.349 -2.586 1.0 0.3 0.2 -0.170
H 6.103 2.009 0.969 0.0 0.2 -0.1 0.124
Sm 0.096 0.882 1.783 0.3 0.3 -0.3 1.074
H 2.330 -1.487 7.289 -0.3 0.0 0.0 0.098
H 1.868 -1.169 4.399 -0.3 0.1 -0.1 0.141
H 1.324 2.911 -1.723 0.1 0.2 0.1 0.078
H -4.860 1.437 -1.230 0.1 0.1 0.2 0.088
C -1.655 2.117 -1.188 -0.5 0.1 0.2 -0.315
H 5.519 2.651 -1.277 0.1 -0.1 0.0 0.128
H -3.033 1.112 -3.684 0.0 0.0 0.2 0.089
H -3.520 -2.340 3.580 0.0 0.0 -0.1 0.036
C 0.355 0.850 -3.575 0.4 -0.1 0.7 -0.102
H 0.610 -1.261 7.731 0.1 -0.1 -0.4 0.095
H -0.057 -3.446 1.770 -0.2 0.0 0.2 -0.011
C 1.743 0.673 -3.576 -0.1 -0.4 -0.2 -0.122
H -0.962 2.486 -1.963 -0.3 0.1 0.2 0.121
H 4.105 4.449 -1.891 0.2 0.0 0.1 0.127
C -0.819 -2.477 -2.285 -1.3 -0.6 -0.9 -0.290
H -0.086 1.692 -4.120 0.1 0.0 0.6 0.105
H 5.374 3.482 1.635 0.0 -0.1 0.0 0.137
N -2.871 1.794 -1.668 0.7 0.3 0.5 -0.158
C -3.235 -3.628 0.234 0.0 -0.3 0.1 -0.182
Cl -1.444 -0.651 0.444 -1.5 -2.1 0.1 0.412
H -4.500 -2.126 -4.646 -0.1 -0.1 -0.1 0.049
H 3.641 1.082 2.825 0.2 0.0 -0.3 0.090
H 0.944 4.104 -0.471 0.2 0.0 -0.2 0.100
H -4.075 -3.099 -0.233 0.3 -0.2 0.0 0.054
H -0.336 -3.401 -1.949 0.4 0.2 0.3 0.137
H -3.542 -1.276 -5.847 -0.1 -0.2 0.1 0.052
C 5.296 2.734 0.831 -0.2 0.2 0.3 -0.150
C -2.061 -2.774 -3.140 1.8 0.2 -1.4 -0.402
O 1.019 0.637 3.919 1.1 -0.8 1.4 -0.251
C -3.214 2.008 -3.076 0.3 -0.1 -0.1 -0.029
H -2.013 -4.818 -2.423 -0.1 -0.1 0.1 0.063
C -0.928 -3.220 2.399 0.1 -0.2 -0.2 -0.240
N 4.048 2.003 0.943 -0.2 0.0 0.2 -0.073
H 3.369 -0.682 -3.132 -0.2 0.1 0.1 0.094
C 1.311 -1.348 6.892 0.6 -0.2 -0.2 -0.029
H -3.013 -0.732 3.053 0.0 -0.1 -0.1 -0.029
C 0.885 1.124 6.700 -0.2 0.3 0.0 -0.012
H 2.385 1.460 -3.971 0.0 -0.3 -0.1 0.090
C -3.515 -2.114 -5.136 -0.5 -0.1 -0.3 -0.204
C -0.438 -0.081 -2.894 -0.1 0.1 -0.5 -0.072
H -1.248 -4.147 2.908 0.0 0.3 -0.2 0.039
H 0.152 1.668 6.095 0.1 -0.2 0.1 0.091
H -1.628 -1.211 -4.518 -0.1 -0.1 0.0 0.049
C 1.466 -1.545 -2.633 -0.6 0.1 -0.3 -0.036
H -3.622 -4.502 0.780 0.0 0.2 0.1 0.048
C -3.883 1.153 -0.836 -0.1 -0.2 0.1 -0.036
H 1.864 -2.512 -2.317 0.0 0.3 -0.1 0.113
H -3.457 -3.035 -5.740 -0.2 -0.1 -0.1 0.044
N 1.230 -0.145 6.064 0.0 0.2 -0.3 -0.167
H -0.598 -2.511 3.181 -0.2 -0.2 -0.4 0.013
C -3.431 -1.683 2.707 -0.4 0.0 -0.1 -0.215
H 6.249 4.067 -0.522 0.1 0.0 -0.1 0.122
H -4.444 -1.486 2.346 0.0 0.1 0.0 0.033
Cl -1.855 1.844 3.189 -0.1 0.1 0.3 -0.197



# 2
105
Properties=species:S:1:pos:R:3:forces:R:3:lowdin_charge:R:1 method="wB97M-V/def2-TZVPD" e_tot_ev=-154355.8515 largest_force_ev_per_a=7.0 e_above_lowest_kcal_mol=89.0 charge=-1 multiplicity=4 homo_energy_ev="-1.2 / -6.5" s2=3.752 gap_ev="3.20 / 8.51"
H -2.241 -1.307 1.345 -1.0 0.0 -0.4 0.096
C -2.923 -2.749 3.413 -1.1 -1.3 0.9 -0.104
C 1.455 3.005 -4.624 -0.9 0.8 1.3 -0.110
C -7.209 0.414 4.657 0.2 -1.1 0.3 -0.101
H 1.569 0.810 -4.879 0.0 0.0 0.5 0.093
H -7.551 -0.418 4.037 -0.1 0.4 -0.5 0.065
H -2.268 0.980 -0.227 0.2 -0.5 -0.1 0.036
H 4.071 -1.845 -1.734 0.0 0.2 -0.2 0.089
C 2.267 -4.255 -2.640 0.3 -0.7 1.3 -0.647
C -3.730 -4.323 1.884 -0.5 -0.2 -0.2 -0.153
H 4.850 1.353 0.399 0.3 -0.1 -0.3 0.133
O -1.624 -0.675 -2.031 -1.2 1.0 -0.4 -0.409
F -0.655 2.562 2.343 -0.1 0.0 0.3 0.127
H 3.197 1.622 -0.060 -0.2 -0.3 0.2 0.098
H 2.461 1.801 -5.964 0.6 -0.3 0.1 0.106
C -1.619 0.693 -4.466 -0.6 -1.3 0.5 -0.636
H 2.115 3.855 -4.419 0.5 -0.2 -0.3 0.070
S -0.462 -1.307 2.876 1.6 -0.7 0.6 0.622
H -4.242 -0.640 0.100 -0.2 0.4 -0.3 0.107
H -5.495 0.703 5.962 0.1 0.4 -0.3 0.106
C -5.068 -1.458 3.298 -0.1 0.9 -0.5 -0.128
H -4.433 -4.825 2.553 -0.1 0.1 0.2 0.105
H -7.167 1.368 4.137 -0.2 -0.1 -0.2 0.078
S -1.051 -0.776 -3.373 0.7 -2.7 0.3 0.516
O -1.523 -1.946 -4.093 -0.1 1.4 -0.2 -0.295
N 4.425 1.227 -1.711 0.8 -0.1 1.2 -0.193
F 1.763 0.067 3.453 0.4 0.3 -0.1 0.152
N -3.882 -1.947 2.504 0.2 -0.9 -0.4 -0.144
O 2.936 -3.761 -0.055 -0.2 0.0 -1.2 -0.329
C 4.048 0.963 -0.231 -0.3 1.2 -0.3 -0.075
H -5.930 -0.901 5.819 -0.3 -0.2 -0.3 0.106
H 4.359 3.853 -0.510 -0.3 0.1 0.0 0.106
H 5.028 5.998 -1.919 -0.5 -0.3 0.7 0.073
O 0.712 1.499 -0.142 0.3 0.4 0.6 -0.394
C 4.667 -1.127 -1.177 0.2 -1.4 0.7 -0.137
H -3.527 -3.185 4.212 -0.4 0.3 0.1 0.134
F 3.128 -3.320 -3.058 -0.2 0.5 -0.4 0.102
C 3.166 1.316 -2.564 0.2 -0.4 0.3 -0.080
O -0.656 3.488 -0.461 0.5 -0.1 0.4 -0.295
H -5.884 -1.198 2.622 0.3 0.1 -0.4 0.116
H -2.868 1.988 1.009 -0.3 -0.1 0.3 0.074
C -3.185 1.226 0.293 0.5 0.7 -0.3 -0.087
C 5.243 -0.020 -2.039 -0.7 0.2 -0.6 -0.079
H -5.500 -2.279 3.872 0.5 -0.1 0.2 0.133
F 1.495 2.651 2.499 0.3 0.4 0.6 0.129
C -3.092 -0.830 1.826 -1.8 0.9 0.8 -0.135
H -4.845 0.472 1.327 0.0 -0.4 0.4 0.100
H 6.428 4.973 -1.712 -0.1 -0.3 0.3 0.071
H 4.158 0.943 -4.491 0.0 -0.1 0.2 0.110
H 2.686 0.354 -2.367 -0.2 -0.1 -0.5 0.133
H -5.398 -2.983 1.467 0.0 -0.1 -0.1 0.119
H -3.656 -4.987 1.022 0.4 0.1 0.0 0.119
C -5.846 0.000 5.202 0.5 0.0 1.0 -0.267
S 0.584 2.950 0.063 -1.4 0.3 -0.7 0.505
H 6.283 0.278 -1.919 0.0 -0.4 0.4 0.125
H 0.873 2.984 -3.697 0.0 -0.3 0.0 0.065
C -3.936 0.055 0.888 0.2 -1.1 -0.4 -0.192
F 0.308 4.491 2.208 0.4 0.0 0.3 0.139
H 5.623 2.374 -2.851 0.7 0.5 0.1 0.118
O 1.776 3.689 -0.298 0.4 -0.2 0.2 -0.319
F 2.072 -1.838 2.435 0.5 0.1 -0.2 0.160
F -1.193 0.478 -5.718 0.7 0.5 0.2 0.119
H 3.916 2.627 -4.065 0.0 0.0 -0.2 0.096
C -4.748 -0.230 4.164 0.2 -0.4 0.2 -0.172
F -1.231 1.861 -3.985 0.3 0.1 -0.3 0.141
H -2.159 -4.803 3.218 0.3 0.3 0.4 0.132
C 0.435 3.199 1.917 -0.4 -0.8 -1.8 -0.668
H -2.738 -0.214 2.651 0.1 -0.2 -0.2 0.098
H 0.745 3.398 -5.353 0.1 -0.6 -0.4 0.073
H 3.556 3.800 -2.062 0.1 0.0 -0.1 0.088
Ti -0.057 -0.606 -0.484 0.6 -0.4 -0.2 0.644
C -2.441 -3.943 2.613 -2.6 -1.7 -1.2 -0.166
C 4.531 3.787 -1.585 1.0 0.1 1.0 -0.219
C -4.309 -2.994 1.448 -1.0 0.2 0.4 -0.080
S 1.722 -3.903 -0.862 0.1 -0.8 1.8 0.492
H -2.140 -2.145 3.868 -1.5 -0.4 0.0 0.063
H 5.096 -0.322 -3.075 0.1 0.5 -0.1 0.122
H -1.608 -3.674 1.962 -1.8 -1.4 -0.7 0.082
O 0.912 -5.044 -0.468 0.4 0.5 -0.8 -0.315
H -3.781 1.738 -0.466 -0.2 -0.1 0.1 0.085
C 3.450 1.640 -4.038 0.0 -0.4 0.3 -0.166
H 5.424 4.924 -3.135 0.3 -0.2 -0.1 0.069
C 2.196 1.700 -4.907 -0.2 1.1 -0.8 -0.220
F 2.954 -5.421 -2.741 -0.3 0.1 0.2 0.096
H 2.529 2.057 -2.084 0.0 0.1 -0.1 0.101
C 5.387 4.975 -2.039 0.1 0.0 -1.5 -0.096
H -4.588 0.676 3.577 -0.3 -0.1 -0.3 0.116
H -3.779 -0.384 4.644 -0.1 -0.1 0.3 0.116
O -0.639 -0.544 1.656 2.0 1.3 0.2 -0.411
H 4.130 -0.842 0.935 0.0 -0.1 -0.1 0.120
C 5.315 2.475 -1.810 -1.8 -0.3 -1.1 -0.112
O 0.991 -2.655 -0.997 -0.2 0.3 -0.4 -0.388
C 3.825 -0.532 -0.061 -0.3 1.6 0.0 -0.140
C 1.376 -1.188 3.342 -2.0 -0.7 0.3 -0.651
H 2.748 -0.666 -0.143 -0.1 -0.7 -0.3 0.079
F 1.221 -4.341 -3.435 -0.1 0.3 -0.3 0.153
F -2.958 0.722 -4.567 -0.1 -0.1 0.4 0.117
H 6.137 2.369 -1.108 0.1 -0.1 -0.1 0.129
F 1.522 -1.794 4.535 0.2 0.1 -0.2 0.123
H -4.021 -2.722 0.435 0.5 0.4 0.3 0.131
O 0.402 -0.733 -3.211 0.0 1.2 -0.7 -0.339
H 5.431 -1.748 -0.706 0.3 0.1 -0.3 0.125
H -7.955 0.421 5.453 0.1 0.5 0.1 0.069
O -1.167 -0.774 4.050 1.4 0.4 -0.7 -0.308
O -0.718 -2.731 2.622 5.5 4.2 1.2 -0.350